Record 1
111
Properties=species:S:1:pos:R:3:forces:R:3 method="wB97M-V/def2-TZVPD" total_charge=+3 e_lumo_ha="-0.37326 / -0.37161" de_lowest_kcal_mol=52.4
Sn 0.924 -0.365 -0.081 0.21 -0.24 0.79
S -0.691 1.301 1.611 0.24 0.05 0.07
C -2.100 1.694 0.781 -0.14 0.02 1.44
N -3.194 2.078 1.422 0.48 -0.33 -0.69
C -4.364 2.517 0.682 -0.47 0.15 -0.65
C -4.535 1.668 -0.569 -0.53 0.17 0.68
N -3.297 1.643 -1.323 0.77 -0.07 0.84
C -3.434 1.618 -2.770 -0.02 0.12 -0.86
C -3.925 2.958 -3.266 -0.13 0.04 0.08
C -3.144 4.095 -3.076 -0.06 -0.09 -0.02
C -3.614 5.334 -3.472 0.00 0.04 -0.02
C -4.864 5.447 -4.063 -0.09 -0.09 0.02
C -5.637 4.314 -4.271 0.02 0.15 -0.04
C -5.170 3.073 -3.872 0.15 -0.05 0.04
C -2.134 1.599 -0.697 -0.54 -0.09 -1.20
S -0.708 1.437 -1.564 0.85 -0.22 -0.33
C -3.300 2.094 2.871 0.12 0.14 0.86
C -3.610 3.450 3.459 -0.04 0.04 -0.03
C -4.799 3.675 4.143 0.12 -0.03 -0.08
C -5.012 4.882 4.789 0.06 0.20 0.04
C -4.042 5.873 4.753 -0.03 -0.15 -0.03
C -2.864 5.660 4.053 0.02 0.00 -0.02
C -2.647 4.455 3.412 -0.09 -0.13 -0.04
H -4.251 3.573 0.408 -0.04 -0.11 0.11
H -5.239 2.424 1.327 0.11 0.03 -0.08
H -5.320 2.093 -1.198 0.13 -0.03 0.07
H -4.812 0.636 -0.306 0.03 0.15 -0.10
H -4.159 0.841 -3.023 0.06 -0.05 0.03
H -2.464 1.382 -3.209 -0.25 -0.12 0.10
H -2.161 4.004 -2.636 0.14 0.02 0.09
H -3.003 6.213 -3.330 0.05 0.07 0.02
H -5.237 6.416 -4.359 0.00 0.07 -0.06
H -6.603 4.395 -4.746 -0.07 0.02 -0.03
H -5.764 2.190 -4.054 -0.12 -0.12 0.02
H -2.342 1.755 3.271 -0.27 -0.08 -0.06
H -4.081 1.381 3.156 0.05 0.02 -0.09
H -5.552 2.903 4.202 -0.09 -0.14 -0.01
H -5.928 5.046 5.333 -0.11 0.00 0.06
H -4.191 6.800 5.284 -0.07 0.10 0.01
H -2.101 6.423 4.025 0.05 0.10 0.01
H -1.714 4.274 2.898 0.15 0.01 -0.07
C -1.381 -1.266 3.892 -0.02 -0.59 -0.44
Si -2.031 -2.461 2.565 -0.89 0.80 0.40
C -3.021 -3.914 3.299 0.66 0.26 -0.31
C -3.115 -1.595 1.250 0.56 -0.32 0.27
C -0.503 -3.088 1.581 0.27 -0.11 0.88
C -0.764 -3.405 0.207 -0.29 -0.21 -1.14
C -1.416 -4.619 -0.080 0.08 0.25 0.55
C -1.666 -4.958 -1.392 0.13 0.18 -0.34
C -1.292 -4.084 -2.409 -0.07 -0.16 0.24
C -0.678 -2.905 -2.040 -0.05 -0.09 -0.26
N -0.413 -2.572 -0.779 0.17 0.17 -0.05
Si 1.109 -3.803 2.337 1.14 -0.15 0.32
C 0.390 -5.389 3.129 -0.03 0.63 -0.47
C 2.318 -4.141 0.909 -0.61 0.18 0.41
C 1.939 -2.702 3.649 -0.57 -0.21 -0.51
H -2.163 -0.576 4.191 -0.23 0.12 -0.03
H -0.531 -0.679 3.555 0.01 0.02 -0.08
H -1.079 -1.802 4.785 0.06 -0.23 0.21
H -3.966 -3.526 3.668 -0.15 0.25 0.00
H -2.521 -4.385 4.138 0.15 -0.04 0.13
H -3.254 -4.682 2.569 -0.04 -0.09 -0.17
H -3.844 -0.947 1.725 -0.12 0.14 0.22
H -3.664 -2.317 0.654 -0.09 -0.23 -0.06
H -2.522 -0.996 0.560 0.11 0.06 -0.01
H -1.696 -5.267 0.734 -0.10 -0.17 0.01
H -2.155 -5.895 -1.616 -0.03 -0.05 -0.02
H -1.485 -4.312 -3.446 0.00 0.02 -0.05
H -0.372 -2.165 -2.768 -0.01 0.01 -0.16
H -0.127 -6.012 2.409 -0.08 -0.16 -0.14
H -0.294 -5.155 3.937 -0.10 0.09 0.16
H 1.207 -5.970 3.542 0.31 -0.04 0.04
H 1.940 -4.876 0.205 -0.12 -0.15 -0.10
H 3.265 -4.513 1.291 0.11 -0.07 0.17
H 2.526 -3.224 0.358 0.02 0.15 0.01
H 1.390 -2.669 4.584 -0.15 -0.03 0.13
H 2.083 -1.685 3.294 0.00 0.10 -0.14
H 2.922 -3.117 3.865 0.11 -0.19 -0.04
C 5.634 -1.138 0.035 0.00 0.16 0.34
As 4.574 -0.050 1.257 0.48 0.25 -0.40
C 5.160 -0.221 3.096 -0.02 0.05 -0.28
C 4.722 1.803 0.713 0.09 -0.23 0.25
O 2.981 -0.505 1.064 -1.24 -0.16 -0.05
H 6.458 -0.544 -0.360 0.03 -0.04 0.02
H 4.990 -1.470 -0.781 -0.07 0.15 0.11
H 6.032 -2.014 0.548 -0.02 0.09 0.02
H 6.206 0.081 3.146 0.03 0.00 0.02
H 5.065 -1.250 3.443 -0.05 0.07 -0.15
H 4.566 0.443 3.728 0.00 -0.07 -0.15
H 5.767 2.052 0.543 0.05 0.08 -0.02
H 4.326 2.437 1.507 0.02 -0.04 -0.03
H 4.134 1.961 -0.192 0.03 -0.15 0.06
C 3.590 -2.214 -4.388 -0.41 -0.54 -0.22
N 4.299 -1.021 -4.015 -0.11 0.63 0.54
C 3.844 -0.024 -3.243 -0.24 0.12 0.53
Se 2.123 0.202 -2.507 -0.13 0.18 -0.64
N 4.793 0.929 -3.158 -0.37 -0.19 0.06
C 5.889 0.557 -3.901 0.37 -0.75 -0.50
C 7.113 1.166 -4.130 -0.01 -0.09 -0.02
C 8.011 0.469 -4.913 -0.05 0.10 0.06
C 7.702 -0.785 -5.450 -0.05 -0.10 -0.04
C 6.481 -1.392 -5.238 -0.06 0.05 0.05
C 5.572 -0.702 -4.447 0.77 0.74 0.06
H 2.688 -2.299 -3.785 0.11 0.00 -0.02
H 4.227 -3.085 -4.232 -0.03 0.06 0.04
H 3.309 -2.166 -5.441 0.03 0.01 0.04
H 4.665 1.820 -2.701 -0.14 -0.11 -0.03
H 7.355 2.131 -3.718 0.04 0.15 0.04
H 8.976 0.900 -5.122 0.11 0.06 -0.01
H 8.444 -1.290 -6.047 0.06 -0.06 -0.10
H 6.252 -2.352 -5.667 -0.03 -0.16 -0.07


Record 2
82
Properties=species:S:1:pos:R:3:forces:R:3 method="wB97M-V/def2-TZVPD" total_charge=0 e_lumo_ha=-0.02539 de_lowest_kcal_mol=6.2
Tl 1.316 -0.785 0.611 -0.65 -0.32 0.68
C -1.519 8.923 4.278 0.02 0.02 0.04
O -1.127 8.186 3.138 0.04 0.04 -0.02
C -2.022 7.305 2.623 -0.05 -0.08 -0.06
C -3.303 7.102 3.115 0.07 0.13 0.16
C -4.134 6.162 2.519 -0.11 -0.31 -0.13
C -3.686 5.383 1.464 0.68 0.36 0.11
C -2.405 5.628 0.945 -0.21 0.06 0.00
C -1.591 6.581 1.509 0.04 -0.01 0.00
N -4.574 4.486 0.816 -0.40 -0.32 -0.26
N -4.241 3.343 0.456 -0.46 0.24 -0.14
C -3.039 2.725 0.860 0.57 0.01 0.64
C -2.562 2.786 2.159 -0.29 -0.10 -0.23
C -1.430 2.092 2.561 0.32 -0.21 -0.06
C -0.682 1.316 1.672 -0.19 0.26 0.15
O 0.422 0.743 2.032 0.43 -0.43 -0.39
C -1.193 1.205 0.330 -0.18 0.19 0.05
N -0.502 0.437 -0.546 0.40 -0.01 -0.05
C -0.871 0.378 -1.804 0.06 -0.13 0.05
C -1.988 1.071 -2.293 -0.12 0.04 -0.02
C -2.736 1.816 -1.425 -0.04 -0.10 -0.07
C -2.359 1.904 -0.068 0.07 0.08 0.00
H -0.665 9.539 4.544 -0.02 0.02 0.00
H -1.758 8.262 5.116 -0.02 0.01 -0.02
H -2.377 9.565 4.063 0.01 0.00 0.01
H -3.668 7.675 3.956 -0.02 -0.04 -0.03
H -5.135 6.009 2.901 -0.02 0.01 -0.04
H -2.070 5.074 0.078 0.04 -0.02 0.01
H -0.606 6.785 1.108 0.00 -0.01 0.01
H -3.103 3.376 2.889 0.04 -0.01 0.00
H -1.074 2.153 3.581 -0.04 0.03 0.01
H -0.278 -0.245 -2.461 -0.03 -0.06 -0.03
H -2.243 1.001 -3.341 -0.02 -0.05 0.01
H -3.623 2.345 -1.750 0.03 0.00 -0.03
C 1.513 -2.915 1.199 -0.04 0.53 -0.54
Ge 0.810 -3.836 -0.386 -0.03 0.00 -0.03
C 0.662 -5.733 0.103 0.11 0.20 -0.10
C 0.071 -6.661 -0.751 0.01 0.06 -0.01
C -0.052 -7.991 -0.377 -0.03 -0.04 -0.05
C 0.412 -8.408 0.863 0.01 0.02 0.01
C 0.988 -7.489 1.729 0.02 -0.05 0.05
C 1.111 -6.160 1.351 0.02 0.06 -0.07
C 1.776 -3.633 -2.120 -0.14 -0.13 0.34
C 1.960 -2.366 -2.668 -0.03 -0.02 -0.06
C 2.658 -2.180 -3.850 0.02 0.03 -0.02
C 3.196 -3.276 -4.512 -0.01 0.00 -0.01
C 3.026 -4.545 -3.982 0.05 -0.05 -0.08
C 2.319 -4.722 -2.798 -0.02 0.00 0.08
C -1.018 -3.177 -0.709 0.25 -0.06 0.07
C -1.584 -3.145 -1.981 0.07 -0.08 -0.02
C -2.900 -2.742 -2.163 -0.05 0.10 -0.08
C -3.662 -2.349 -1.072 0.00 0.05 -0.03
C -3.109 -2.368 0.200 -0.04 0.03 0.04
C -1.799 -2.791 0.381 0.02 0.04 0.01
H 2.604 -3.062 1.246 0.01 0.03 -0.02
H -0.306 -6.337 -1.717 -0.01 -0.05 -0.01
H -0.516 -8.701 -1.050 0.01 0.00 0.01
H 0.320 -9.446 1.155 -0.01 0.00 0.01
H 1.340 -7.808 2.702 0.00 -0.01 -0.01
H 1.546 -5.438 2.033 0.01 -0.05 0.03
H 1.541 -1.499 -2.162 0.01 0.03 0.01
H 2.790 -1.185 -4.263 -0.03 0.00 0.01
H 3.743 -3.139 -5.436 0.01 -0.01 0.01
H 3.449 -5.400 -4.494 -0.02 -0.01 0.02
H 2.193 -5.719 -2.392 0.03 -0.01 -0.03
H -0.995 -3.455 -2.839 -0.01 0.05 -0.01
H -3.329 -2.721 -3.158 0.00 -0.03 0.02
H -4.687 -2.029 -1.213 0.01 0.01 0.00
H -3.703 -2.059 1.052 0.01 -0.01 0.01
H -1.374 -2.830 1.379 -0.01 0.04 0.00
N 7.473 1.797 2.032 -0.05 0.00 -0.04
C 6.626 1.657 1.268 0.19 0.02 0.19
C 5.580 1.479 0.308 -0.20 -0.03 -0.23
C 5.762 1.848 -1.023 -0.04 -0.03 0.09
C 4.719 1.660 -1.911 0.03 0.03 -0.02
C 3.542 1.099 -1.444 0.01 -0.01 0.00
N 3.371 0.737 -0.175 -0.19 0.02 0.08
C 4.359 0.927 0.689 0.07 0.03 0.00
H 6.704 2.272 -1.344 0.00 0.01 0.00
H 4.817 1.947 -2.948 -0.02 -0.03 0.00
H 2.701 0.929 -2.107 0.02 0.00 -0.02
H 4.179 0.635 1.717 0.04 0.00 0.00


Record 3
50
Properties=species:S:1:pos:R:3:forces:R:3 method="wB97M-V/def2-TZVPD" total_charge=+1 multiplicity=6 e_lumo_ha="-0.11473 / -0.17946"
Fe 0.051 0.008 -0.309 -1.27 -0.91 0.67
Cl -4.023 -0.782 5.397 -0.01 0.00 0.08
C -3.496 -0.688 3.772 0.16 0.04 -0.13
C -2.191 -0.397 3.499 -0.15 0.03 0.26
C -1.749 -0.312 2.160 0.07 -0.04 -0.05
N -0.488 -0.141 1.786 0.32 0.22 -0.63
C 0.605 -0.188 2.622 -0.04 0.06 0.13
O 0.765 0.385 3.672 -0.03 -0.18 0.03
C 1.645 -1.114 2.041 0.18 -0.05 0.17
C 2.521 -1.769 2.888 0.02 0.07 -0.04
C 3.414 -2.682 2.347 -0.02 0.03 -0.07
C 3.407 -2.887 0.977 0.05 0.00 0.02
C 2.509 -2.176 0.199 0.00 0.00 -0.11
N 1.633 -1.315 0.715 -0.34 0.16 -0.32
C -2.676 -0.548 1.071 -0.07 -0.02 0.02
C -4.011 -0.835 1.390 -0.09 0.00 -0.01
C -4.418 -0.903 2.703 0.11 0.04 -0.07
Cl -6.052 -1.255 3.050 -0.03 0.00 -0.02
N -2.122 -0.480 -0.164 0.75 0.21 -0.12
C -2.776 -0.865 -1.294 -0.11 -0.02 0.28
O -3.855 -1.418 -1.389 0.03 0.04 -0.04
C -2.012 -0.512 -2.542 -0.17 -0.03 -0.26
C -2.608 -0.736 -3.774 0.05 0.02 0.03
C -1.953 -0.327 -4.923 0.03 0.00 0.04
C -0.733 0.321 -4.798 -0.03 0.00 0.06
C -0.202 0.491 -3.533 0.16 0.06 -0.13
N -0.813 0.068 -2.423 0.57 0.04 0.52
H -1.496 -0.206 4.303 -0.01 -0.01 -0.01
H 2.482 -1.556 3.947 0.00 0.01 0.00
H 4.103 -3.222 2.981 0.00 0.00 0.00
H 4.087 -3.586 0.510 -0.01 0.00 -0.01
H 2.487 -2.303 -0.877 -0.01 -0.02 0.01
H -4.725 -1.020 0.607 -0.02 -0.03 -0.04
H -3.576 -1.214 -3.793 0.00 -0.01 0.01
H -2.391 -0.504 -5.896 0.00 0.04 0.00
H -0.195 0.693 -5.658 0.00 -0.03 -0.01
H 0.750 0.993 -3.405 -0.04 -0.05 -0.01
C 3.226 3.381 0.461 -0.14 -0.21 0.13
As 1.964 1.906 0.162 0.08 0.55 -0.53
C 2.741 1.191 -1.511 -0.05 0.09 0.19
C 0.498 2.950 -0.656 0.08 -0.03 0.01
H 3.314 3.973 -0.447 -0.04 -0.03 -0.03
H 4.197 2.975 0.735 -0.01 -0.03 0.00
H 2.864 4.003 1.277 -0.03 -0.02 0.00
H 2.817 1.972 -2.266 -0.01 -0.01 -0.03
H 2.132 0.367 -1.901 0.11 0.02 0.00
H 3.735 0.796 -1.304 0.00 -0.05 0.02
H 0.856 3.528 -1.507 0.00 -0.03 -0.03
H 0.091 3.631 0.090 -0.01 -0.04 0.05
H -0.327 2.309 -0.994 0.01 0.11 -0.01


Record 4
37
Properties=species:S:1:pos:R:3:forces:R:3 method="wB97M-V/def2-TZVPD" total_charge=0 e_lumo_ha=-0.03748
Cl -3.989 -0.526 -1.034 0.74 -0.47 -0.20
B -2.281 -1.422 -1.235 -0.76 -0.31 -0.05
Cl -2.014 -2.435 0.359 0.21 0.15 -0.03
Cl -2.249 -2.623 -2.707 -0.05 0.57 0.65
O -1.337 -0.379 -1.384 0.52 1.17 0.95
C 0.013 -0.360 -1.113 0.57 -2.45 -0.75
C 0.698 0.469 -2.216 -1.28 0.28 0.15
C 1.959 0.162 -2.668 1.36 -0.12 1.24
C 2.732 1.130 -3.318 0.11 -0.27 -0.39
C 2.168 2.352 -3.666 -0.35 -0.06 -0.06
C 0.816 2.596 -3.402 -0.31 -1.15 0.13
C 0.051 1.598 -2.753 -0.08 1.47 1.08
H 0.417 -1.400 -1.045 -0.29 0.45 -1.07
H 2.429 -0.760 -2.275 -0.18 0.52 -0.47
H 3.787 0.926 -3.544 -0.54 0.05 0.02
H 2.756 3.103 -4.176 0.08 0.01 0.10
H 0.348 3.539 -3.681 0.11 -0.28 -0.03
H -1.000 1.853 -2.458 1.06 -0.56 -0.38
C 0.644 -2.322 3.441 0.64 -0.85 0.80
C 0.556 -1.265 2.389 0.65 -1.11 -0.47
C 1.248 -1.114 1.252 -0.33 0.24 -0.63
C 0.606 -0.002 0.400 1.13 1.06 0.61
C -0.442 0.447 1.342 0.99 -0.91 1.12
C -1.323 1.540 1.138 -0.81 1.41 -0.52
N -0.466 -0.308 2.427 -0.77 0.12 -0.61
C -1.542 -0.371 3.414 -0.12 0.37 0.28
H 1.569 -2.920 3.299 -0.54 0.43 -0.12
H 0.721 -1.938 4.477 -0.10 0.13 -0.54
H -0.187 -3.070 3.463 0.36 0.81 -0.42
H 2.127 -1.692 0.986 -0.28 0.06 -0.12
H 1.397 0.799 0.111 -1.44 -0.99 0.90
H -0.903 2.183 0.384 0.04 0.33 -0.34
H -2.238 1.146 0.733 -0.82 -0.20 -0.38
H -1.558 2.143 2.012 0.08 -0.20 0.18
H -2.089 0.548 3.348 -0.40 0.45 -0.02
H -2.254 -1.188 3.267 0.41 -0.06 -0.51
H -1.171 -0.439 4.433 0.39 -0.04 -0.11


Record 5
11
Properties=species:S:1:pos:R:3:forces:R:3 method="wB97M-V/def2-TZVPD" total_charge=0 e_lumo_ha="-0.04996 / -0.04992" de_lowest_kcal_mol=202.7
C 1.121 -0.615 0.088 4.36 0.19 0.04
N 0.412 0.382 -0.246 1.12 -0.43 0.11
N -2.271 0.110 -0.113 -0.52 -0.62 1.05
O 0.628 1.600 -0.219 -0.62 0.17 -0.06
O 3.506 -0.325 0.003 -2.77 0.30 0.86
H 1.209 -1.604 -0.316 -0.30 -0.23 0.00
H -0.540 -0.020 -0.457 -0.77 0.99 -0.29
H -2.278 -0.827 0.326 0.20 0.69 0.16
H -2.308 0.811 0.638 0.58 -0.42 -0.04
H -3.225 0.158 -0.415 -0.58 0.11 -1.03
H 3.747 0.329 0.711 -0.70 -0.74 -0.79